Entry 1:
C38H38F4N6Ta | ωB97M-V/def2-TZVPD

For the orbital gap, the calculation gives 6.7 eV. The calculation puts the HOMO energy at -10.74 eV.

The geometry in ORCA input format:
```
! wB97M-V def2-TZVPD RIJCOSX def2/J DEFGRID3
* xyz 1 1
Ta 0.0866 0.9714 0.4157
C 2.2098 -0.5529 2.2319
N 1.4777 0.7352 2.2582
C 0.9441 0.8992 3.6302
C 2.4541 1.8338 1.9968
C 1.7347 3.1555 1.7960
N 0.5378 2.9211 0.9737
C -0.1504 4.0168 0.4826
C -1.1300 3.7479 -0.4620
F -1.2683 2.3946 -0.7523
C -1.9066 4.6782 -1.1028
F -2.8031 4.2820 -2.0015
C -1.7319 6.0130 -0.7936
C -0.7732 6.3280 0.1500
F -0.5766 7.6007 0.4813
C 0.0061 5.3706 0.7858
F 0.8966 5.7804 1.6996
H 2.9341 -0.5801 3.0503
H 1.5072 -1.3763 2.3573
H 2.7239 -0.6560 1.2823
H 0.2290 0.1107 3.8481
H 1.7726 0.8404 4.3399
H 0.4607 1.8646 3.7396
H 3.1553 1.8990 2.8337
H 3.0053 1.5613 1.1002
H 1.4527 3.6013 2.7518
H 2.4240 3.8505 1.3133
H -2.3236 6.7833 -1.2655
N -6.5283 -7.1487 1.1814
C -5.8598 -6.2223 1.0669
C -5.0203 -5.0627 0.9231
C -3.7944 -5.0108 1.5814
C -2.9929 -3.8911 1.4479
C -3.3975 -2.8297 0.6423
C -4.6261 -2.8862 -0.0104
C -5.4396 -3.9965 0.1317
C -2.5173 -1.6409 0.5130
C -2.0261 -1.2981 -0.7310
C -2.3390 -1.9109 -1.9765
C -1.6995 -1.1960 -2.9561
C -0.9694 -0.1922 -2.2919
N -1.1625 -0.2201 -0.9741
C -2.3202 -0.8628 1.6739
C -3.1713 -0.8536 2.7859
C -2.9296 0.3278 3.4831
C -1.9296 0.9866 2.7873
N -1.5233 0.2779 1.7011
H -3.4794 -5.8435 2.1948
H -2.0423 -3.8419 1.9635
H -4.9525 -2.0502 -0.6152
H -6.3991 -4.0413 -0.3645
H -2.9598 -2.7823 -2.1024
H -1.7157 -1.3665 -4.0193
H -0.3031 0.5301 -2.7393
H -3.9189 -1.5982 3.0059
H -3.4320 0.6832 4.3670
H -1.4954 1.9484 3.0125
C 1.4978 2.5527 -3.0391
C 2.8760 2.0476 -2.6098
C 3.3681 2.8146 -1.3838
C 2.9577 0.5340 -2.4756
C 3.7624 -0.1297 -3.3919
C 3.9112 -1.5070 -3.3749
C 3.2321 -2.2498 -2.4304
C 2.4033 -1.6434 -1.4927
C 1.6673 -2.5397 -0.5138
C 2.6360 -3.3314 0.3702
C 0.7314 -3.5049 -1.2450
C 2.2735 -0.2374 -1.5071
N 1.4436 0.3845 -0.5771
H 1.5412 3.6202 -3.2626
H 0.7621 2.4179 -2.2434
H 1.1424 2.0369 -3.9326
H 3.5594 2.2902 -3.4267
H 2.6221 2.7762 -0.5933
H 3.5309 3.8631 -1.6401
H 4.3087 2.4086 -1.0076
H 4.2899 0.4523 -4.1377
H 4.5506 -1.9945 -4.0986
H 3.3395 -3.3273 -2.4231
H 1.0464 -1.9079 0.1269
H 3.1960 -4.0521 -0.2272
H 2.0894 -3.8941 1.1300
H 3.3661 -2.6931 0.8690
H 1.3012 -4.2312 -1.8270
H 0.0690 -2.9754 -1.9274
H 0.1207 -4.0615 -0.5304
*
```



Entry 2:
C38H38F6HgN6O6P2S2Te | ωB97M-V/def2-TZVPD

For the orbital gap (spin up / spin down), the calculation gives 7.1 / 7.3 eV. The calculation puts the HOMO energy (spin up / spin down) at -4.93 / -5.18 eV.

The geometry in ORCA input format:
```
! wB97M-V def2-TZVPD RIJCOSX def2/J DEFGRID3
* xyz -1 2
Hg -0.0314 -0.6414 -0.4078
F 4.4633 -3.2489 -3.2592
C 3.9215 -3.2329 -2.0333
F 3.8371 -4.4975 -1.6015
F 4.7489 -2.5650 -1.2215
S 1.8675 -2.3080 -2.1816
O 1.2330 -3.1455 -1.1353
O 2.2851 -0.9950 -1.6557
N 0.4899 -1.7395 -3.1393
S -0.6900 -2.6172 -3.5339
O -1.5581 -3.0709 -2.4561
O -1.4449 -2.1007 -4.6726
C -0.0523 -4.2632 -4.1902
F -0.2115 -5.2413 -3.2932
F 1.2358 -4.2066 -4.5215
F -0.7434 -4.6262 -5.2898
Te -1.4742 1.5413 1.7067
C -1.1493 2.9747 3.2460
C -0.5809 2.6531 4.4737
C -0.4926 3.6305 5.4548
N -0.9400 4.8764 5.3065
C -1.5011 5.1735 4.1361
C -1.6253 4.2720 3.0895
C 0.5075 1.1929 0.8110
P 1.6694 1.0628 2.2462
C 2.0029 -0.7045 2.6624
C 2.0922 -1.7818 1.7904
C 2.3878 -3.0582 2.2504
C 2.6111 -3.2761 3.6027
C 2.5464 -2.2066 4.4862
C 2.2392 -0.9368 4.0191
C 3.3432 1.4895 1.6031
C 3.9712 0.8021 0.5632
C 5.2521 1.1520 0.1687
C 5.9228 2.1888 0.8072
C 5.3100 2.8745 1.8443
C 4.0243 2.5240 2.2378
P 1.1108 2.2635 -0.5634
C -0.3282 2.2882 -1.6954
C -1.4603 3.0873 -1.5503
C -2.5265 2.9557 -2.4262
C -2.4784 2.0211 -3.4539
C -1.3492 1.2340 -3.6225
C -0.2736 1.3829 -2.7562
C 1.1375 4.0056 0.0092
C 1.1479 4.4011 1.3399
C 1.2887 5.7404 1.6893
C 1.4197 6.7066 0.7068
C 1.4191 6.3254 -0.6320
C 1.2884 4.9912 -0.9732
H -0.1944 1.6608 4.6605
H -0.0393 3.3966 6.4130
H -1.8623 6.1906 4.0214
H -2.0722 4.5891 2.1557
H 2.0003 -1.6516 0.7224
H 2.4657 -3.8664 1.5327
H 2.8461 -4.2695 3.9650
H 2.7273 -2.3611 5.5431
H 2.1752 -0.1075 4.7158
H 3.4583 0.0020 0.0451
H 5.7228 0.6139 -0.6446
H 6.9231 2.4617 0.4930
H 5.8266 3.6845 2.3447
H 3.5392 3.0632 3.0440
H -1.5077 3.8097 -0.7451
H -3.4079 3.5719 -2.2964
H -3.3229 1.9140 -4.1246
H -1.2885 0.5053 -4.4218
H 0.6159 0.7791 -2.9034
H 1.0497 3.6643 2.1260
H 1.2862 6.0206 2.7362
H 1.5261 7.7500 0.9770
H 1.5262 7.0718 -1.4098
H 1.2986 4.7025 -2.0190
N -1.1324 -2.5008 0.5228
C -2.5533 -2.2884 0.8062
C -3.3878 -3.5765 0.8692
C -3.2617 -4.5200 -0.3449
C -4.5047 -4.5838 -1.2334
N -4.7907 -3.2867 -1.8493
C -4.1249 -2.7871 -2.8920
N -3.5619 -3.5629 -3.8355
N -4.1060 -1.4623 -3.0608
C -3.1613 -1.1835 -0.1066
O -4.3927 -1.2444 -0.3467
O -2.4146 -0.2556 -0.4847
H -0.9661 -3.1598 -0.2314
H -0.6119 -2.7975 1.3405
H -2.6037 -1.8125 1.7926
H -4.4250 -3.2627 1.0078
H -3.1090 -4.1227 1.7733
H -3.0006 -5.5296 -0.0207
H -2.4468 -4.1912 -0.9885
H -5.3940 -4.8507 -0.6594
H -4.3924 -5.3579 -1.9951
H -4.9450 -2.5491 -1.1368
H -3.3818 -4.5225 -3.5966
H -2.8220 -3.1147 -4.3659
H -4.3003 -0.9112 -2.2254
H -3.3646 -1.1092 -3.6549
*
```



Entry 3:
C38H38N3O8SiV | ωB97M-V/def2-TZVPD

For the orbital gap (spin up / spin down), the calculation gives 7.8 / 7.5 eV. The calculation puts the HOMO energy (spin up / spin down) at -5.64 / -5.71 eV.

The geometry in ORCA input format:
```
! wB97M-V def2-TZVPD RIJCOSX def2/J DEFGRID3
* xyz -1 2
V -0.7947 0.2463 2.3708
C -3.6335 -0.7925 5.1547
C -2.3252 -0.9697 4.4305
O -2.0107 -0.2181 3.4450
C -1.4144 -1.9392 4.8235
C -0.1186 -1.9528 4.2846
C 0.8514 -3.0403 4.6438
N 0.2909 -0.9843 3.4725
N 1.6131 -1.0297 3.1622
C 1.9081 -0.0355 2.3481
O 0.9877 0.7531 1.9677
C 3.3204 0.1411 1.9494
C 4.2122 -0.9294 2.0187
C 5.5431 -0.7419 1.7019
C 5.9960 0.5129 1.3277
C 5.1172 1.5810 1.2629
C 3.7799 1.3978 1.5595
H -3.4711 -0.1949 6.0537
H -4.0516 -1.7534 5.4497
H -4.3410 -0.2329 4.5456
H -1.6784 -2.6609 5.5817
H 0.4333 -3.7146 5.3833
H 1.7785 -2.6024 5.0096
H 1.0993 -3.6018 3.7432
H 3.8525 -1.8969 2.3362
H 6.2355 -1.5714 1.7550
H 7.0401 0.6611 1.0962
H 5.4802 2.5624 0.9913
H 3.0833 2.2221 1.5159
O -4.9176 1.5735 3.7799
C -4.1149 1.7837 2.8744
O -2.9887 2.3351 2.9611
C -4.5183 1.3336 1.4416
C -4.4825 -0.1961 1.2443
C -5.3328 -0.5343 0.0077
C -4.4497 0.0777 -1.1006
C -3.1839 0.4783 -0.2982
O -3.1740 -0.4689 0.7682
C -3.4728 1.8025 0.4280
C -2.2004 2.3839 1.1323
O -1.8719 3.5394 0.9455
O -1.3597 1.4410 1.4967
H -5.5231 1.7151 1.2459
H -4.6996 -0.7805 2.1370
H -6.3328 -0.1088 0.0607
H -5.4164 -1.6173 -0.1048
H -4.9115 0.9469 -1.5662
H -4.2054 -0.6438 -1.8816
H -2.2401 0.4528 -0.8440
H -3.8283 2.5930 -0.2367
O 0.0235 0.5430 -0.7950
Si 0.7867 0.4252 -2.1491
C 2.6409 -0.0001 -1.9965
C 3.0297 -1.3060 -1.7254
C 4.3607 -1.6516 -1.5797
C 5.3435 -0.6854 -1.7020
C 4.9776 0.6238 -1.9607
C 3.6418 0.9567 -2.0973
C 0.0779 -1.0469 -3.1635
C 0.6312 -1.5261 -4.3454
C 0.1041 -2.6295 -4.9936
C -0.9972 -3.2860 -4.4716
C -1.5663 -2.8271 -3.2972
C -1.0251 -1.7275 -2.6578
C 0.6295 1.9963 -3.2046
C -0.3159 2.9470 -2.8378
C -0.4767 4.1184 -3.5553
C 0.3236 4.3722 -4.6554
C 1.2743 3.4396 -5.0310
C 1.4201 2.2654 -4.3145
H 2.2687 -2.0719 -1.6506
H 4.6375 -2.6786 -1.3779
H 6.3879 -0.9512 -1.5961
H 5.7406 1.3861 -2.0538
H 3.3697 1.9830 -2.2984
H 1.4947 -1.0317 -4.7693
H 0.5620 -2.9882 -5.9064
H -1.4156 -4.1401 -4.9854
H -2.4292 -3.3293 -2.8793
H -1.4771 -1.3703 -1.7444
H -0.9231 2.7638 -1.9646
H -1.2244 4.8404 -3.2592
H 0.2092 5.2894 -5.2191
H 1.9033 3.6324 -5.8895
H 2.1689 1.5466 -4.6203
N -0.4848 -1.1951 0.9726
H 0.3143 -1.8223 1.0604
H -0.2296 -0.4809 0.1575
H -1.3164 -1.7056 0.6815
*
```



Relative energy (zero: lowest compared OMol25 entry of this formula, charge and spin) per entry: 0.00 10.99 86.55 kcal/mol
Maximum force per entry: 0.45 1.51 5.17 eV/Å